No. 1
Computed, not measured: C27H44PRe as an isolated structure at a distorted geometry, with ωB97M-V with the def2-TZVPD basis set.

```
73
C27H44PRe (ωB97M-V with the def2-TZVPD basis set)
C 1.331 -2.393 0.376
C 1.751 -1.570 -0.727
C 0.787 -1.721 -1.784
C -0.241 -2.617 -1.324
C 0.084 -3.017 0.018
Re -0.161 -0.958 -0.072
C -1.918 1.384 -1.873
C -1.702 0.810 -0.515
H -1.534 1.577 0.250
C -2.292 -0.424 -0.074
H -2.889 -1.011 -0.775
H -2.640 -0.465 0.962
C -2.774 2.642 -1.852
H -2.370 3.389 -1.159
H -2.816 3.097 -2.848
H -3.795 2.386 -1.538
C -2.392 0.419 -2.938
H -1.661 -0.378 -3.121
H -3.345 -0.035 -2.633
H -2.560 0.942 -3.887
C 3.011 -0.774 -0.804
H 3.158 -0.171 0.098
H 3.886 -1.432 -0.906
H 2.988 -0.095 -1.660
C 0.962 -1.189 -3.167
H 1.306 -0.152 -3.138
H 1.713 -1.775 -3.719
H 0.028 -1.228 -3.732
C -1.369 -3.182 -2.125
H -1.423 -2.715 -3.111
H -1.243 -4.265 -2.261
H -2.328 -3.030 -1.617
C -0.662 -4.016 0.842
H -1.714 -4.055 0.544
H -0.239 -5.023 0.723
H -0.614 -3.760 1.905
C 2.133 -2.713 1.595
H 1.496 -3.109 2.390
H 2.893 -3.475 1.368
H 2.665 -1.836 1.972
C 0.796 2.313 -1.684
C -0.245 2.045 -2.450
C 2.076 2.631 -2.087
C -0.104 2.188 -3.833
H 0.109 2.228 -0.742
C 2.256 2.704 -3.483
H 2.868 2.806 -1.360
C 1.171 2.500 -4.342
H -0.952 2.057 -4.507
H 3.242 2.936 -3.887
H 1.297 2.590 -5.422
C -2.322 1.804 2.904
C -0.834 1.929 2.590
P 0.055 0.377 2.159
C 1.829 0.886 2.280
C 2.319 1.524 3.575
C -0.387 -0.781 3.533
C -0.064 -0.352 4.961
H -2.926 1.697 1.996
H -2.652 2.722 3.409
H -2.547 0.963 3.571
H -0.677 2.615 1.744
H -0.299 2.378 3.441
H 2.439 0.000 2.055
H 1.977 1.585 1.439
H 2.510 0.775 4.352
H 3.273 2.027 3.368
H 1.632 2.279 3.974
H -1.470 -0.953 3.430
H 0.097 -1.744 3.308
H -0.438 0.651 5.205
H -0.548 -1.056 5.651
H 1.011 -0.387 5.167
```

## Properties
**Net charge**: +1
**HOMO (spin up / spin down)**: -0.3642 / -0.4043 Ha
**Kohn-Sham gap (spin up / spin down)**: 8.124 / 6.922 eV
**Spin multiplicity**: 4
**E**: -40122.6426 eV
**⟨S²⟩**: 3.76

These are the Löwdin partial charges, in e, on atoms 1 to 4:
1 C -0.35
2 C -0.34
3 C -0.33
4 C -0.35



No. 2
Computed, not measured: C10H8AgNO8S2 as an isolated structure, with ωB97M-V with the def2-TZVPD basis set.

```
30
C10H8AgNO8S2 (ωB97M-V with the def2-TZVPD basis set)
Ag 0.811 -0.304 -1.124
O -1.340 -1.641 -1.305
S -2.233 -0.492 -1.419
O -3.372 -0.727 -2.294
O -1.513 0.744 -1.703
C -2.984 -0.267 0.225
C -4.378 -0.306 0.221
C -5.118 -0.147 1.381
C -4.462 0.052 2.582
C -3.077 0.091 2.604
C -2.316 -0.064 1.446
S -0.515 0.030 1.719
O 0.022 -1.241 1.255
O -0.395 0.224 3.159
O -0.063 1.169 0.933
H -4.864 -0.467 -0.730
H -6.201 -0.184 1.337
H -5.018 0.177 3.505
H -2.541 0.243 3.529
O 3.746 -2.188 -1.484
C 3.897 -0.977 -1.458
C 5.284 -0.335 -1.329
C 4.987 1.150 -1.270
C 3.482 1.225 -1.555
O 2.904 2.283 -1.724
N 2.925 -0.026 -1.580
H 5.876 -0.626 -2.200
H 5.778 -0.740 -0.445
H 5.524 1.761 -1.995
H 5.155 1.581 -0.282
```

## Properties
**Net charge**: -2
**HOMO**: -0.1094 Ha
**Kohn-Sham gap**: 8.176 eV
**E**: -54042.9321 eV
**Energy above the lowest of the compared OMol25 structures with the same formula, charge and spin**: 3.3 kcal/mol

These are the Löwdin partial charges, in e, on atoms 1 to 4:
1 Ag 0.78
2 O -0.39
3 S 0.42
4 O -0.38



No. 3
Computed, not measured: C14H11F3N4O7ReS3 as an isolated structure, with ωB97M-V with the def2-TZVPD basis set.

```
43
C14H11F3N4O7ReS3 (ωB97M-V with the def2-TZVPD basis set)
Re -1.368 1.483 -0.692
S 0.776 1.779 -0.334
C 1.143 0.297 0.579
N 2.278 -0.004 1.129
N 3.268 0.834 1.061
C 4.511 0.547 1.658
C 5.548 1.451 1.458
C 6.787 1.200 2.025
C 6.991 0.054 2.779
C 5.946 -0.841 2.967
C 4.699 -0.604 2.413
N 0.196 -0.694 0.673
N -0.934 -0.396 0.200
C -1.865 -1.474 0.138
C -3.213 -1.204 0.380
C -4.149 -2.212 0.193
C -3.736 -3.469 -0.216
C -2.392 -3.739 -0.438
C -1.455 -2.738 -0.265
H 3.150 1.743 0.625
H 5.388 2.341 0.861
H 7.594 1.903 1.871
H 7.959 -0.142 3.219
H 6.101 -1.736 3.554
H 3.882 -1.296 2.556
H -4.436 0.270 0.589
H -5.196 -2.006 0.378
H -4.474 -4.244 -0.368
H -2.079 -4.719 -0.771
H -0.407 -2.908 -0.470
O -3.640 4.567 -0.145
S -3.078 3.332 -0.534
O -1.902 3.387 -1.486
O -2.263 2.571 0.641
O -3.937 2.234 -0.990
F -2.883 2.301 -3.935
C -3.470 1.136 -4.141
F -3.025 0.619 -5.279
F -4.794 1.325 -4.246
S -3.234 -0.117 -2.731
O -1.769 0.484 -2.271
O -2.994 -1.358 -3.436
O -3.523 0.045 0.803
```

## Properties
**Net charge**: 0
**HOMO (spin up / spin down)**: -0.3161 / -0.3189 Ha
**Kohn-Sham gap (spin up / spin down)**: 6.679 / 6.582 eV
**Spin multiplicity**: 2
**E**: -77775.8192 eV
**⟨S²⟩**: 0.77
**Energy above the lowest of the compared OMol25 structures with the same formula, charge and spin**: 1.0 kcal/mol

These are the Löwdin partial charges, in e, on atoms 1 to 4:
1 Re 1.30
2 S 0.71
3 C -0.68
4 N 0.09



No. 4
Computed, not measured: CH9O4 as an isolated structure at a distorted geometry, with ωB97M-V with the def2-TZVPD basis set.

```
14
CH9O4 (ωB97M-V with the def2-TZVPD basis set)
C -1.518 -1.141 -0.828
O -0.851 -1.100 0.333
H -0.919 -1.903 -1.424
H -2.403 -1.658 -0.658
H -1.703 -0.150 -1.272
H 2.232 -0.168 0.841
H 1.402 -0.886 -0.114
O 2.269 -0.920 0.343
H 0.399 0.916 1.294
H -0.451 -0.109 0.615
O -0.368 1.439 1.245
H -0.240 1.553 -1.690
H -0.275 1.526 0.003
O 0.333 1.546 -0.999
```

## Properties
**Net charge**: 0
**HOMO (spin up / spin down)**: -0.4101 / -0.3806 Ha
**Kohn-Sham gap (spin up / spin down)**: 11.668 / 5.390 eV
**Spin multiplicity**: 2
**E**: -9367.3217 eV
**⟨S²⟩**: 0.76
**Energy above the lowest of the compared OMol25 structures with the same formula, charge and spin**: 64.6 kcal/mol

These are the Löwdin partial charges, in e, on atoms 1 to 4:
1 C -0.18
2 O -0.11
3 H 0.13
4 H 0.06



Which of these has the highest net charge? C27H44PRe



Which of these has the highest net charge? C27H44PRe



E of number 3 (C14H11F3N4O7ReS3)? -77775.8192 eV



Which value of E does entry 3 give? -77775.8192 eV